97
Properties=species:S:1:pos:R:3:forces:R:3:lowdin_charge:R:1 method="wB97M-V/def2-TZVPD" lumo_ev=-0.39 relative_energy_kcal_mol=0.0 e_tot_ev=-108560.8486
H 2.185 0.396 3.713 -0.04 0.00 -0.02 0.05
H -0.285 3.546 -5.284 0.01 0.02 -0.05 0.11
C -1.567 0.833 -2.829 0.08 0.11 0.05 -0.23
C 0.943 -1.551 -2.730 0.05 0.00 0.04 -0.01
H 0.858 -5.557 1.608 0.00 -0.01 0.01 0.11
C 3.073 -1.744 -1.455 -0.01 0.02 -0.08 -0.01
H 3.049 4.040 -1.628 0.02 -0.03 -0.04 0.09
H -2.445 -0.690 -5.738 0.00 -0.01 -0.06 0.12
H -2.560 -1.393 3.902 -0.01 0.00 -0.04 0.14
C 3.473 -0.744 2.392 -0.05 -0.05 -0.06 -0.63
H -2.507 -2.959 -1.195 0.00 -0.02 -0.01 0.09
C 0.306 -4.665 1.870 0.04 -0.02 -0.15 -0.01
H 2.794 4.529 2.081 0.02 0.04 -0.01 0.09
C 3.235 0.121 3.625 0.01 -0.03 -0.05 -0.04
H 5.134 -1.673 1.369 -0.01 -0.02 -0.06 0.08
C -0.063 -3.768 0.889 0.03 0.05 0.13 -0.21
H -5.086 2.119 -0.675 0.01 -0.01 -0.02 0.12
C -0.545 2.973 -3.231 -0.01 0.00 0.00 -0.10
H 3.835 1.030 3.569 0.03 0.06 -0.02 0.08
H 0.276 -5.154 3.957 0.02 -0.05 0.06 0.10
C 0.902 -5.058 -0.845 0.04 -0.05 -0.03 -0.08
H 4.848 2.701 -0.510 0.00 -0.02 -0.05 0.09
N -3.509 0.343 2.490 -0.05 0.08 -0.11 0.12
C -2.808 -1.417 -3.769 0.07 0.10 0.03 -0.01
C -1.135 -2.394 2.587 0.02 -0.10 -0.05 -0.15
H 0.402 -2.250 -2.092 -0.02 0.01 0.01 0.07
C -7.204 3.637 1.486 -0.03 0.02 0.02 -0.09
H -3.578 -1.727 -0.520 0.03 -0.03 -0.06 0.07
C 2.668 4.328 -0.648 0.03 -0.08 0.08 -0.03
C -3.918 0.949 1.417 -0.01 0.03 0.19 -0.41
H 1.770 1.110 -2.896 -0.05 0.04 -0.03 0.08
C -1.233 1.645 -5.113 0.01 0.02 0.11 -0.04
H -7.013 3.676 -0.647 -0.02 0.02 -0.05 0.10
H -3.330 -2.311 -4.078 -0.01 -0.03 -0.01 0.11
H 2.997 -2.652 3.311 0.03 0.04 0.03 0.10
H -4.089 -2.656 -1.935 0.01 0.00 0.01 0.09
C 2.359 3.594 1.724 0.04 -0.01 -0.07 -0.03
C 4.439 2.945 0.470 -0.01 0.04 -0.01 -0.02
H 4.959 3.824 0.852 0.04 0.06 0.02 0.09
N -1.983 -0.125 -1.933 -0.12 -0.10 0.04 0.07
Si 1.810 0.655 0.499 -0.09 -0.11 -0.06 -0.10
C 2.944 3.221 0.366 -0.06 0.06 -0.02 -0.64
H -8.040 4.323 1.502 -0.04 0.03 0.00 0.10
O 0.183 -3.913 -0.439 -0.09 0.13 0.13 -0.10
O 3.120 -0.016 1.206 0.17 0.08 0.27 -0.14
C 4.958 -1.052 2.247 -0.03 0.02 -0.02 -0.03
H 3.567 -2.174 -2.328 0.01 -0.01 -0.03 0.09
O 2.292 2.060 -0.157 0.17 -0.03 0.00 -0.17
C 1.974 -0.789 -1.903 -0.05 -0.01 0.00 -0.59
C -5.556 2.399 0.257 0.07 -0.02 -0.01 -0.01
H 3.363 0.854 -2.186 0.06 0.05 0.07 0.08
S -0.847 2.288 -0.616 -0.04 -0.46 0.02 0.71
H 3.522 -0.420 4.527 0.03 -0.05 0.02 0.09
H 2.639 -2.553 -0.869 -0.03 -0.07 0.07 0.07
H 0.239 -0.864 -3.195 0.00 0.00 0.00 0.07
S 0.180 0.719 1.846 -0.20 -0.09 -0.11 0.50
C 2.672 -2.041 2.468 0.08 0.11 -0.05 -0.02
H -0.094 3.881 -2.855 0.01 0.03 0.05 0.10
O -1.077 -1.726 0.307 0.09 -0.28 -0.28 -0.19
H 2.918 -0.001 -3.670 0.00 -0.02 -0.02 0.09
C -6.629 3.273 0.279 -0.03 0.02 -0.02 -0.08
H 1.595 4.488 -0.726 -0.10 0.01 -0.01 0.07
H -7.148 3.416 3.620 -0.03 0.02 0.04 0.10
C -0.754 -2.586 1.249 -0.07 -0.05 0.04 -0.24
O 1.275 -0.283 -0.742 -0.06 -0.04 -0.06 -0.17
H 1.279 3.711 1.648 -0.07 0.02 -0.01 0.08
C -2.630 -1.184 -2.383 -0.11 -0.14 -0.10 -0.28
C -1.708 0.657 -4.219 0.03 0.06 -0.16 -0.17
O -3.331 0.754 0.269 0.06 -0.08 -0.26 -0.19
C -0.994 2.033 -2.327 -0.02 0.00 0.00 -0.57
H -1.056 -3.170 4.590 -0.02 0.01 0.06 0.11
C 2.545 0.367 -2.712 0.00 -0.06 -0.07 -0.01
N -2.433 -0.439 2.109 0.06 -0.11 0.33 -0.13
C -2.067 -1.354 2.933 -0.06 0.00 -0.13 -0.06
C -6.705 3.127 2.677 -0.01 0.01 0.01 -0.08
H 5.327 -1.582 3.124 0.01 -0.04 0.07 0.09
H -1.339 1.480 -6.176 0.00 0.00 -0.06 0.11
H 3.145 5.261 -0.346 0.04 0.03 0.03 0.09
H 1.018 -4.970 -1.923 0.01 -0.03 0.02 0.10
C -5.636 2.250 2.662 0.00 -0.04 -0.02 -0.02
H 2.816 -2.614 1.553 0.01 -0.05 -0.07 0.08
C -0.757 -3.331 3.564 0.09 -0.09 -0.11 -0.04
H 4.628 2.108 1.138 -0.01 -0.07 0.05 0.07
H 0.355 -5.975 -0.607 0.03 0.01 -0.01 0.10
H -5.237 1.847 3.581 0.03 -0.02 0.01 0.11
H 2.566 2.822 2.464 0.01 -0.08 0.05 0.07
H 5.526 -0.129 2.134 0.02 0.04 0.00 0.08
C -0.027 -4.438 3.209 -0.08 0.12 0.08 -0.08
H 1.442 -2.108 -3.526 0.03 0.01 -0.01 0.10
H 1.890 -5.089 -0.376 0.00 -0.03 -0.02 0.10
H 1.612 -1.831 2.582 -0.13 0.04 0.02 0.06
C -5.060 1.881 1.448 -0.05 -0.04 0.13 -0.14
H 3.817 -1.232 -0.851 0.04 0.04 0.06 0.08
C -3.235 -2.187 -1.447 -0.05 -0.01 0.09 -0.01
C -0.656 2.781 -4.615 -0.07 -0.14 -0.05 -0.07
Ti -1.517 0.070 0.247 0.21 1.15 0.19 0.76
C -2.331 -0.525 -4.675 0.00 0.03 0.14 0.01